The following is a DFT calculation (ωB97M-V/def2-TZVPD) of C13H18ClNO in the gas phase.

structure (SMILES) = Clc1ccccc1OCCN1CCCCC1
orbital gap = 9.53 eV
highest occupied orbital energy = -8.600 eV
energy relative to the best compared isomer or geometry (same formula, charge and spin) = 93.0 kJ/mol
LUMO energy = 0.9 eV

Atoms and positions in Å:
C 2.4170 1.1550 2.9636
C 1.3863 2.4680 1.2460
C 0.1209 2.0322 1.6316
Cl -1.5145 0.6545 3.3266
C 0.0908 -0.8117 -0.3918
H -2.6808 2.1585 0.0258
C 2.5234 2.0384 1.9036
C -1.7589 1.6102 0.2255
C -1.0872 1.1740 -1.0921
H 1.4518 3.1603 0.4205
H 3.2999 0.8068 3.4766
H 0.8312 -2.7226 0.2556
O -0.9674 2.5281 0.9678
H -0.0953 1.6547 -1.1599
H 0.0102 -0.4244 0.6251
N -0.9947 -0.2708 -1.1906
C -1.0022 -2.2523 -2.6156
H -0.9298 -2.6297 0.0939
H -0.0140 -3.9775 -1.7655
C 0.0293 1.1675 2.7270
H 1.0740 -0.4957 -0.7922
H 0.0749 -0.4221 -3.0181
C 0.0970 -2.8918 -1.7757
C -0.8848 -0.7320 -2.5630
H -2.0043 0.7192 0.8092
H -1.6958 -0.2831 -3.1424
C 0.0175 -2.3345 -0.3596
C 1.1692 0.7265 3.3789
H -1.6833 1.5319 -1.9335
H -0.9387 -2.5860 -3.6528
H 1.0689 0.0553 4.2176
H 1.0727 -2.6554 -2.2077
H -1.9761 -2.5409 -2.2180
H 3.4925 2.3893 1.5832

---

The following is a DFT calculation (ωB97M-V/def2-TZVPD) of CH3NSSi in the gas phase.

structure (SMILES) = [SiH3]N=C=S
orbital gap = 9.19 eV
highest occupied orbital energy = -8.923 eV
energy relative to the best compared isomer or geometry (same formula, charge and spin) = 56.8 kJ/mol
LUMO energy = 0.3 eV

Atoms and positions in Å:
Si -1.2823 -0.0888 -0.0010
H -1.2934 1.3813 0.0737
H -1.7402 -0.6906 1.2358
N 0.6886 -0.1805 -0.0109
S 3.5111 0.1974 0.0034
H -1.7765 -0.5722 -1.2740
C 1.8927 -0.0466 -0.0271

---

The following is a DFT calculation (ωB97M-V/def2-TZVPD) of 2 unconnected molecules or ions with the total composition C6H14O.

structure (SMILES) = C=CCCCC.O
orbital gap = 10.43 eV
highest occupied orbital energy = -9.565 eV
energy relative to the best compared isomer or geometry (same formula, charge and spin) = 321.1 kJ/mol
LUMO energy = 0.9 eV

Atoms and positions in Å:
H 2.0462 -0.9333 2.4910
H -0.1800 -0.0381 0.8731
C -0.4215 -1.5557 -0.7526
H -0.6133 2.4726 1.1841
H 0.1401 -1.6915 -1.7111
C 2.3620 -0.3484 1.7155
H 2.2032 -0.4014 -0.5743
H -2.4135 -0.7224 -0.1448
H 3.4890 -0.1745 1.6476
C -1.7428 -0.5427 -0.8398
O -0.7083 3.1596 0.4864
H -2.5739 1.0698 -2.0061
H 1.8136 0.7317 1.7754
C 1.7757 -0.7993 0.2996
H -0.6781 -2.5159 -0.4658
C -1.8357 0.3747 -1.8609
C 0.2833 -0.9536 0.4506
H 2.3140 -1.7746 0.0914
H -1.4868 2.7797 0.0731
H 0.0540 -1.6302 1.3881
H -0.9752 0.5012 -2.5871

---

The following is a DFT calculation (ωB97M-V/def2-TZVPD) of C2H5NO in the gas phase.

structure (SMILES) = CCN=O
orbital gap = 9.34 eV
highest occupied orbital energy = -8.885 eV
energy relative to the best compared isomer or geometry (same formula, charge and spin) = 378.0 kJ/mol
LUMO energy = 0.5 eV

Atoms and positions in Å:
H 0.8359 -1.2517 0.8684
N 1.1841 0.8740 0.7434
O 0.4216 1.7593 0.6343
C 0.5851 -0.4643 0.0811
H -1.3402 -0.2025 0.6531
H -0.7735 0.8416 -0.8669
C -0.8516 -0.1098 -0.3913
H -1.3692 -0.7719 -0.9384
H 1.3077 -0.6747 -0.7836

---

The following is a DFT calculation (ωB97M-V/def2-TZVPD) of 10 unconnected molecules or ions with the total composition C18H55NO10.

structure (SMILES) = CC1(C)CCCC(C)(C)N1O.CO.CO.CO.CO.CO.CO.CO.CO.CO
orbital gap = 9.33 eV
highest occupied orbital energy = -8.845 eV
energy relative to the best compared isomer or geometry (same formula, charge and spin) = 0.0 kJ/mol
LUMO energy = 0.5 eV

Atoms and positions in Å:
C 1.7646 -6.0364 0.9820
H 3.5772 -6.9987 -1.1826
N 0.7882 -5.1140 -1.1823
C -0.7539 -3.4317 -1.8947
H 0.5014 6.8575 -1.2983
O 2.5950 2.3729 0.0846
H -0.6505 0.3904 -0.0261
H -0.4275 3.1422 4.3667
O 0.7456 4.8219 -0.5672
C 2.6699 -3.1904 -0.2225
C 1.0135 -0.0873 3.3304
C 3.1100 -4.6067 -0.5657
O 1.4315 0.7544 2.2867
H 0.1995 -0.2177 -2.2904
H -4.5947 4.4643 2.5276
H 1.8199 -0.2485 4.0821
H 4.1712 2.0817 -1.2001
H 1.6885 -2.7870 -2.1088
C -0.7066 1.4743 -0.2255
H 0.2586 3.0509 0.4051
H 0.6536 -1.0259 2.9912
H 0.8799 -6.6589 1.1559
H -0.4350 6.4145 0.0980
C 0.6745 -0.1491 -3.2804
H -2.2574 4.5906 1.9986
H -3.0417 4.0675 -3.4176
C -4.6726 1.8106 0.9162
H 1.7412 -5.1170 1.6070
C 2.4873 -6.8490 -1.3386
O -1.9394 2.3976 -3.4704
C -1.4882 3.0053 4.2390
H 3.8594 -4.9196 0.1655
O -0.2722 -6.0221 -1.1026
H 2.4430 -2.9920 0.8505
O -0.1364 2.2074 0.7743
H 3.7937 0.6300 -0.0656
H 1.4222 6.5216 0.2110
H 1.9663 -7.7776 -1.1189
H 0.6226 1.2414 2.0390
C 1.9843 -5.6258 -0.5264
O 0.6804 1.2619 -3.5698
O -4.7512 2.4157 2.1803
H 1.6891 -0.5125 -3.0873
C 0.5474 6.2617 -0.3476
H -1.7762 1.7341 -0.3846
H -1.0808 2.0380 -3.3151
C -2.0914 3.6748 -3.0075
C 3.3611 1.4923 -0.6652
H -2.1134 3.8254 -1.9078
H -1.9061 2.5684 5.1363
H -0.4596 -6.1799 -0.1404
H -4.0542 2.3000 0.1761
H -0.1974 1.7368 -1.1531
H -3.3642 4.9776 0.6356
H -2.0147 3.9934 4.1761
H -4.4686 0.7551 0.8688
H -1.2594 4.2934 -3.3173
H -2.4908 6.2328 1.6115
H 3.5345 -2.5653 -0.3033
H 1.1349 -1.7104 -0.7986
H 0.2041 0.3760 3.9034
H 0.4388 -3.3496 1.3658
O -1.7809 2.0991 3.1464
C 1.4546 -2.7344 -1.0298
H -0.6801 -4.5128 0.8230
H 1.6694 4.6597 -0.5585
H -1.1686 -2.8399 0.5236
H 2.7075 0.9607 -1.4179
C -0.3227 -3.5490 0.5544
C -3.0075 5.2556 1.6497
H 2.0811 1.8572 0.7137
H 0.9632 1.5027 -4.4590
H -1.3761 2.3957 2.3036
H -5.6946 1.8073 0.5242
H -3.9861 2.1304 2.6825
H 0.1154 -0.7421 -4.0218
H -0.2997 -3.5272 -2.9023
H -1.0802 -2.3938 -1.8934
H 2.4138 -6.6661 -2.4537
H 3.6427 -4.5764 -1.5401
C 0.3324 -3.7552 -0.8229
H 2.6308 -6.6313 1.2379
O -4.0787 5.3039 2.5483
H -1.5848 -4.1056 -1.6911

---

The following is a DFT calculation (ωB97M-V/def2-TZVPD) of a molecular structure, C3H7N3OS.

orbital gap = 8.12 eV
highest occupied orbital energy = -8.054 eV
energy relative to the best compared isomer or geometry (same formula, charge and spin) = 590.0 kJ/mol
LUMO energy = 0.1 eV

Atoms and positions in Å:
C 3.1898 0.0199 -0.3174
H -0.8377 0.7436 1.7971
C -0.5521 -0.6448 0.2249
H -0.9416 1.7095 -1.0970
S 1.0924 -1.2629 0.2410
C -0.4426 0.7609 0.6620
N -1.4262 -1.4425 -0.2845
H -3.4211 -1.5408 -0.7427
N -2.7438 -0.9731 -0.1747
H 0.9370 1.0198 0.4860
H 3.8789 -0.8579 0.1493
H 3.7826 0.9325 -0.3813
O -1.4468 1.5101 -0.1530
H -2.9277 -0.0240 -0.0049
N 1.8589 0.0497 -0.4048

---

The following is a DFT calculation (ωB97M-V/def2-TZVPD) of a molecular structure, C38H32F10N4O3SbTi.

orbital gap (alpha / beta) = 6.13 / 6.14 eV
highest occupied orbital energy (alpha / beta) = -3.843 / -3.853 eV
charge = -1
LUMO energy (alpha / beta) = 2.3 / 2.3 eV

Atoms and positions in Å:
H -0.9823 1.7911 4.3068
C -1.1353 -2.8980 -0.4705
H -0.5259 0.8705 2.8679
H 0.4110 -4.9379 -0.5414
H -1.6980 -3.8429 -0.4602
C -0.5774 2.0242 -1.8793
H 1.7389 -3.5916 2.5744
N 1.6775 -1.9989 -1.5437
H 0.8829 -3.7211 -2.4793
C -0.1122 2.1219 -4.2439
C 2.0735 -0.9178 3.2590
F 2.4202 -2.6513 4.8942
C 0.1409 4.0980 -2.9177
F 3.5864 2.4298 3.3464
C -0.2224 -3.3441 1.7032
C 3.0378 0.8628 -3.4014
H -1.1279 -2.7900 1.9549
C 2.6823 -1.8282 -3.8203
C -2.9702 0.3343 -0.3858
H -3.5901 -1.0529 2.6777
H -5.4130 0.2630 -2.7492
H 1.7825 -4.2442 0.3490
C -3.6807 -0.2226 0.6858
F 4.6124 1.4163 5.6783
C -3.0600 -0.3302 2.0565
H -3.0880 0.9837 -2.4249
H -3.0929 0.6399 2.5625
H -2.7707 3.3373 -0.6271
H 0.3974 2.2910 3.3332
C -4.9995 -0.6249 0.4897
H -1.7025 -0.2518 -3.8493
N 0.0960 -3.0211 0.3059
C -3.6136 0.5146 -1.6063
H -2.0160 3.9347 4.1955
C -0.4879 1.3797 -3.1229
C -5.6238 -0.4663 -0.7387
H -0.4511 -4.4141 1.8170
H -0.8981 -2.6502 -1.5043
N 3.7828 -1.8794 0.1211
C -0.7615 -0.0922 -3.3199
F 2.0012 0.9205 1.7866
C 3.2875 1.1784 3.7235
O 3.3105 -2.7435 1.0348
F 3.5826 -1.5781 -5.9780
F 3.9398 1.0986 -5.5815
H -3.5157 5.4725 2.9950
H -0.0391 1.6167 -5.2017
H -1.7703 -2.1148 -0.0628
C 0.1977 3.4667 -4.1515
C 3.2310 -1.0273 -4.8056
C -1.5055 2.7729 2.4706
C 0.9711 -4.0137 -0.3341
O 4.5338 -2.2348 -0.8314
C 2.6520 -1.3956 4.4487
F 3.9863 -1.1480 6.3712
C 1.5382 -3.4517 -1.6443
H -0.8135 -0.6349 -2.3754
H 0.4757 -3.0640 3.6788
H 0.5058 4.0137 -5.0340
C -4.9321 0.1168 -1.7896
C 2.4978 0.0529 -2.4313
F 3.1779 2.1751 -3.1802
H 2.5054 -3.9285 -1.8151
Sb -0.9251 0.9429 -0.0458
C -3.0144 4.6775 2.4563
O 3.7389 -0.6064 0.5729
C -0.2388 3.3780 -1.7971
C -2.5841 3.4756 0.4323
H -5.5463 -1.0624 1.3185
H 0.4050 5.1442 -2.8237
C 2.2835 -1.3314 -2.5651
C -1.7056 2.6133 1.0957
C -3.2286 4.5064 1.0942
C 3.4167 0.3253 -4.6142
Ti 1.9266 -1.3967 0.3926
C -0.6108 1.8748 3.2843
F 2.5351 -3.1317 -4.1445
F 2.1125 0.6459 -1.2744
H 0.0345 -0.5501 -3.9104
C 3.8137 0.6683 4.8961
H -3.9001 5.1625 0.5539
H -6.6496 -0.7889 -0.8698
N 1.2234 -1.5399 2.3950
C -2.1678 3.8145 3.1281
C 0.8725 -2.9276 2.6682
H -2.0085 -0.6282 2.0142
H -0.2662 3.8829 -0.8393
C 2.4560 0.4041 2.9564
C 3.4878 -0.6242 5.2400

---

The following is a DFT calculation (ωB97M-V/def2-TZVPD) of C17H20N2O5 in the gas phase.

structure (SMILES) = COc1ccccc1NCCC(=O)OCC(=O)NCc1ccco1
orbital gap = 8.19 eV
highest occupied orbital energy = -7.593 eV
energy relative to the best compared isomer or geometry (same formula, charge and spin) = 355.5 kJ/mol
LUMO energy = 0.6 eV

Atoms and positions in Å:
H -2.2282 2.9132 -1.0964
C -1.2936 3.3185 -0.6568
H -1.1181 -3.6908 -2.8099
H -0.6914 0.6952 3.1143
C 1.5002 4.0845 -2.8046
C -0.7028 -2.5185 1.9324
H 0.5614 1.8956 3.0956
C 1.6414 -0.4309 2.4929
H -1.2289 -1.9915 -3.2203
H -3.6732 -1.5619 0.5303
O 1.4176 -0.6028 3.6708
C -2.0454 -2.1137 1.8548
H 3.7140 -1.0792 2.3527
H 0.1202 -2.9191 -3.7779
H 3.3025 -3.3114 1.6293
O -1.8502 2.6661 2.0762
C 2.4036 -2.7328 1.7927
H -2.4165 -1.8418 -1.5022
H -1.6409 3.5528 -3.6375
H -2.6300 -2.0367 2.7606
H 0.7474 4.2956 -4.8168
H 2.9215 -0.9101 0.8053
N -0.6089 2.3558 0.2017
O 0.2060 -2.4949 -1.6874
H 1.7559 -3.2120 -0.2110
H 1.9982 -3.0562 2.7512
H 0.1758 1.8273 -0.1785
C 2.7495 -1.2453 1.8293
H -0.3344 -2.5868 2.9510
N 1.4275 -2.9960 0.7316
C -0.5738 -2.4214 -0.5232
O 0.9706 3.8144 -1.5742
O 0.8886 0.3927 1.7001
C -0.0212 1.2361 2.4501
C -2.6462 -1.8754 0.6234
C -0.8603 2.1466 1.5648
C -1.9296 -2.0184 -0.5549
H -1.5669 4.2219 -0.0813
H 2.5333 4.3036 -2.9353
C -0.3763 3.6281 -1.7746
C -0.5395 -2.7711 -2.9123
C 0.5796 4.0350 -3.7718
C -0.6810 3.7179 -3.1312
C 0.0427 -2.6824 0.7471

---

What are the strongest force on any atom values for these records? In order: 0.6 4.2 8.4 5.6 3.0 5.5 1.6 2.7 eV/Å.
What are the DFT total energy values for these records? In order: -1096.33732 -782.32004 -312.13273 -209.07837 -1525.74601 -756.00958 -4000.28625 -1145.47764 Eh.